# C29H33BrGeN6S4SbTc

C29H33BrGeN6S4SbTc as an isolated structure (ωB97M-V with the def2-TZVPD basis set, the Open Molecules 2025 dataset).

Last column: Mulliken spin population.
Geometry (Å):
Tc: 0.58 0.51 2.49  2.909
S: 4.64 -1.81 1.96  0.026
Sb: 3.91 -1.86 4.12  -0.007
S: 2.53 1.13 3.62  0.091
S: 0.91 0.74 4.85  0.113
S: 1.99 -3.11 4.12  0.003
C: -2.33 3.12 -1.29  0.001
C: -1.68 3.44 0.03  -0.005
C: -1.60 4.73 0.55  0.009
C: -0.93 4.95 1.73  -0.001
C: -0.34 3.87 2.38  0.016
Br: 0.61 4.22 3.96  0.002
N: -0.40 2.63 1.91  0.037
C: -1.08 2.44 0.76  0.010
H: -2.88 3.98 -1.67  0.000
H: -3.01 2.28 -1.20  0.000
H: -1.56 2.84 -2.02  0.000
H: -2.06 5.56 0.02  0.000
H: -0.85 5.94 2.16  -0.001
H: -1.14 1.41 0.42  -0.038
C: -3.12 -1.88 4.15  0.004
N: -2.12 -2.60 3.38  0.005
C: -1.48 -3.66 4.15  -0.001
C: -1.30 -1.85 2.54  -0.030
N: -1.27 -0.52 2.58  -0.004
N: -0.60 -2.52 1.66  0.023
C: 0.44 -2.05 0.72  -0.006
N: 1.15 -3.26 0.41  -0.003
N: 1.33 -1.10 1.47  0.002
H: -3.81 -2.61 4.57  0.000
H: -3.69 -1.21 3.51  0.000
H: -2.68 -1.31 4.98  -0.002
H: -2.18 -4.49 4.28  0.001
H: -1.17 -3.29 5.13  0.001
H: -0.58 -4.02 3.65  0.000
H: -1.81 -0.18 3.37  0.024
H: -0.75 -3.52 1.61  -0.001
H: 1.73 -3.59 1.18  -0.001
H: 1.74 -3.14 -0.41  0.000
H: 2.09 -1.57 1.98  -0.001
C: 1.65 0.04 0.72  -0.193
Ge: 0.75 -0.23 -1.03  -0.031
C: 1.74 -1.48 -2.16  0.011
C: 3.14 -1.42 -2.19  -0.002
C: 3.87 -2.32 -2.95  -0.001
C: 3.22 -3.28 -3.71  0.000
C: 1.83 -3.34 -3.70  0.000
C: 1.10 -2.45 -2.92  0.000
C: -1.16 -0.29 -1.58  -0.002
C: -1.49 0.01 -2.91  -0.003
C: -2.80 -0.07 -3.36  0.000
C: -3.82 -0.43 -2.49  0.000
C: -3.51 -0.72 -1.17  0.001
C: -2.19 -0.67 -0.73  -0.019
C: 1.30 1.55 -1.85  0.020
C: 1.59 2.65 -1.04  0.018
C: 1.91 3.90 -1.57  0.002
C: 1.96 4.08 -2.94  0.000
C: 1.71 2.99 -3.77  0.000
C: 1.39 1.76 -3.23  0.000
H: 2.70 0.33 0.73  0.006
H: 3.66 -0.69 -1.59  0.000
H: 4.95 -2.27 -2.94  0.000
H: 3.79 -3.98 -4.31  0.000
H: 1.32 -4.10 -4.28  0.000
H: 0.02 -2.53 -2.89  0.000
H: -0.72 0.31 -3.60  0.000
H: -3.03 0.15 -4.39  0.000
H: -4.84 -0.48 -2.83  0.000
H: -4.29 -1.01 -0.47  0.000
H: -1.96 -0.94 0.29  0.036
H: 1.59 2.53 0.04  -0.015
H: 2.14 4.72 -0.90  0.000
H: 2.21 5.04 -3.36  0.000
H: 1.78 3.11 -4.85  0.000
H: 1.24 0.92 -3.91  0.000

## Properties
Frontier orbital gap (alpha / beta) = 0.2318 / 0.2279 Ha
Spin multiplicity = 4
Relative energy (zero: lowest compared OMol25 entry of this formula, charge and spin) = 1.8779 eV
Expectation value of S² = 3.7968
HOMO (alpha / beta) = -4.14 / -4.25 eV
Charge = -1
Molecular weight = 966.167 g/mol

# C29H33BrN2O6Rb

C29H33BrN2O6Rb as an isolated structure (ωB97M-V with the def2-TZVPD basis set, the Open Molecules 2025 dataset).

Last column: Löwdin charge in e.
Geometry (Å):
Rb: 1.37 0.41 -1.04  1.021
O: 2.39 -1.25 3.03  0.032
C: 1.54 -0.89 4.00  -0.287
C: 1.68 -1.45 5.27  -0.024
C: 0.82 -1.08 6.30  -0.115
C: -0.18 -0.15 6.08  -0.122
C: -0.31 0.40 4.81  -0.060
C: 0.52 0.04 3.76  -0.110
C: 0.34 0.65 2.37  -0.460
O: 1.40 0.49 1.54  -0.385
N: -0.92 0.05 1.85  0.012
N: -1.37 0.38 0.65  0.012
C: -2.40 -0.23 0.20  -0.215
C: -2.99 0.06 -1.11  -0.621
Br: -1.85 0.84 -2.41  0.806
C: -4.24 -0.24 -1.48  -0.127
C: -5.29 -0.79 -0.61  -0.224
C: -6.20 -1.71 -1.14  -0.044
C: -7.22 -2.24 -0.37  -0.093
C: -7.36 -1.85 0.96  -0.103
C: -6.48 -0.92 1.49  -0.085
C: -5.46 -0.39 0.71  -0.048
H: 2.16 -0.60 2.26  0.053
H: 2.48 -2.16 5.43  0.109
H: 0.95 -1.52 7.28  0.092
H: -0.85 0.15 6.88  0.086
H: -1.09 1.14 4.62  0.109
H: 0.10 1.72 2.52  0.119
H: -1.30 -0.77 2.31  0.141
H: -2.90 -1.00 0.79  0.123
H: -4.51 -0.08 -2.52  0.095
H: -6.09 -2.02 -2.18  0.111
H: -7.90 -2.96 -0.80  0.098
H: -8.15 -2.27 1.57  0.096
H: -6.58 -0.60 2.52  0.101
H: -4.79 0.35 1.13  0.113
C: 4.11 -5.53 -2.50  -0.103
O: 4.97 -4.46 -2.84  -0.092
C: 4.39 -3.22 -2.98  -0.292
C: 5.29 -2.18 -3.28  -0.038
C: 4.79 -0.92 -3.44  -0.041
C: 3.41 -0.64 -3.34  -0.155
C: 2.99 0.75 -3.58  -0.494
C: 1.63 1.03 -4.21  -0.046
O: 3.71 1.71 -3.33  0.018
C: 2.49 -1.68 -2.97  -0.460
O: 1.27 -1.45 -2.69  -0.289
C: 3.05 -2.99 -2.83  0.038
H: 4.75 -6.41 -2.43  0.084
H: 3.36 -5.69 -3.27  0.091
H: 3.62 -5.36 -1.54  0.093
H: 6.35 -2.40 -3.39  0.102
H: 5.45 -0.09 -3.67  0.113
H: 1.05 0.12 -4.40  0.070
H: 1.82 1.57 -5.14  0.087
H: 1.04 1.70 -3.58  0.050
H: 2.35 -3.77 -2.55  0.102
C: 2.94 4.02 -0.46  -0.058
C: 1.78 3.87 0.50  -0.283
O: 0.57 3.94 -0.24  -0.163
C: -0.57 4.01 0.59  -0.287
C: -1.80 4.17 -0.27  -0.069
H: 3.89 3.98 0.08  0.081
H: 2.88 4.98 -0.98  0.079
H: 2.94 3.24 -1.21  0.053
H: 1.79 4.67 1.25  0.117
H: 1.84 2.91 1.04  0.100
H: -0.46 4.86 1.28  0.118
H: -0.65 3.10 1.20  0.093
H: -1.73 5.07 -0.89  0.076
H: -2.69 4.25 0.35  0.076
H: -1.92 3.31 -0.93  0.022

## Properties
Frontier orbital gap = 0.2490 Ha
Spin multiplicity = 1
Relative energy (zero: lowest compared OMol25 entry of this formula, charge and spin) = 0.4938 eV
HOMO = -4.55 eV
Charge = -1
Molecular weight = 670.963 g/mol

# C29H33CoN5O2S

C29H33CoN5O2S as an isolated structure (ωB97M-V with the def2-TZVPD basis set, the Open Molecules 2025 dataset).

Last column: Mulliken spin population.
Geometry (Å):
Co: 1.19 0.27 -0.08  2.747
C: 1.44 0.80 7.02  0.000
C: 1.08 0.51 5.59  0.003
C: -0.21 0.36 5.16  -0.003
C: -0.53 0.02 3.82  0.005
C: -1.91 -0.05 3.50  -0.001
N: -2.54 -0.77 2.62  0.003
C: -2.11 -2.02 1.97  0.002
C: -3.26 -2.62 1.15  0.000
C: -3.12 -2.54 -0.37  0.000
N: -2.61 -1.26 -0.84  0.003
C: -3.23 -0.35 -1.54  -0.002
C: -2.59 0.84 -1.99  0.011
C: -3.33 1.81 -2.70  0.005
C: -2.77 2.99 -3.13  -0.001
C: -3.56 4.03 -3.87  0.000
C: -1.42 3.19 -2.82  0.001
C: -0.64 2.29 -2.12  -0.014
C: 0.76 2.65 -1.86  0.023
N: 1.59 2.02 -1.13  0.030
C: 2.95 2.57 -1.00  -0.002
C: 3.99 1.45 -0.98  0.003
C: 4.18 0.78 0.38  0.001
N: 2.91 0.52 1.08  0.033
C: 2.95 0.42 2.35  -0.004
C: 1.82 0.24 3.25  0.003
C: 2.07 0.46 4.59  -0.001
C: 0.49 -0.05 2.81  0.005
O: 0.18 -0.28 1.59  0.059
C: -1.21 1.05 -1.70  -0.005
O: -0.53 0.14 -1.10  0.024
H: 0.61 0.58 7.68  0.000
H: 1.70 1.85 7.15  0.000
H: 2.29 0.21 7.34  0.000
H: -1.02 0.45 5.88  0.000
H: -2.57 0.58 4.09  0.000
H: -3.54 -0.61 2.58  0.000
H: -1.83 -2.70 2.78  0.000
H: -1.20 -1.83 1.39  -0.001
H: -4.20 -2.16 1.46  0.000
H: -3.37 -3.67 1.39  0.000
H: -4.06 -2.76 -0.86  0.000
H: -2.39 -3.28 -0.70  0.000
H: -1.62 -1.01 -0.68  0.001
H: -4.27 -0.52 -1.78  0.000
H: -4.38 1.61 -2.91  0.000
H: -4.45 3.60 -4.32  0.000
H: -2.96 4.48 -4.67  0.000
H: -3.87 4.83 -3.20  0.000
H: -0.96 4.12 -3.14  0.000
H: 1.08 3.57 -2.35  0.004
H: 3.00 3.15 -0.07  -0.001
H: 3.15 3.25 -1.83  0.001
H: 4.95 1.86 -1.27  0.000
H: 3.72 0.71 -1.73  -0.002
H: 4.81 1.42 1.02  -0.001
H: 4.70 -0.17 0.25  -0.001
H: 3.92 0.55 2.85  0.005
H: 3.10 0.64 4.89  0.000
S: 2.23 -1.91 -0.74  0.054
C: 1.75 -2.56 -2.24  -0.003
N: 2.13 -3.83 -2.52  0.004
C: 1.87 -4.49 -3.68  0.000
C: 1.16 -3.87 -4.66  0.003
C: 0.73 -2.55 -4.43  -0.001
C: 1.01 -1.91 -3.25  0.007
H: 2.67 -4.30 -1.80  0.000
H: 2.25 -5.49 -3.75  0.000
H: 0.95 -4.39 -5.58  0.000
H: 0.18 -2.03 -5.20  0.000
H: 0.70 -0.89 -3.07  0.004

## Properties
Frontier orbital gap (alpha / beta) = 0.2729 / 0.2709 Ha
Spin multiplicity = 4
Expectation value of S² = 3.7580
HOMO (alpha / beta) = -12.98 / -12.95 eV
Charge = +2
Molecular weight = 574.616 g/mol